(1)
Entry from the Open Molecules 2025 dataset: a structure of composition C22H17Br2N2O8PdS2 in a non-equilibrium geometry (wB97M-V/def2-TZVPD).

Last column: Mulliken charge in e.
Cartesian coordinates (Å):
Pd (-0.023, -0.189, 0.399)  0.336
O (1.346, 1.064, 1.621)  -0.512
S (0.201, 1.841, 2.175)  1.634
O (0.573, 3.122, 2.683)  -0.702
O (-0.803, 1.886, 1.097)  -0.715
C (-0.398, 0.836, 3.550)  0.451
C (0.046, 1.328, 4.772)  -0.771
C (-0.184, 0.629, 5.945)  -0.678
C (-0.893, -0.560, 5.906)  -0.670
C (-1.381, -1.025, 4.695)  -0.852
C (-1.124, -0.345, 3.510)  0.114
S (-1.834, -1.199, 2.081)  1.767
O (-2.914, -2.006, 2.555)  -0.689
O (-2.228, -0.233, 1.039)  -0.551
O (-0.716, -1.984, 1.491)  -0.615
H (0.560, 2.276, 4.778)  0.566
H (0.190, 1.011, 6.882)  0.431
H (-1.097, -1.109, 6.812)  0.427
H (-1.994, -1.911, 4.642)  0.545
O (-1.039, 1.330, -1.527)  -0.604
C (-2.265, 0.642, -1.761)  -1.025
C (-2.005, -0.827, -1.973)  0.731
C (-2.798, -1.595, -2.822)  -1.004
C (-2.514, -2.939, -2.975)  -0.395
C (-1.450, -3.487, -2.274)  -0.996
C (-0.708, -2.664, -1.442)  -0.735
N (-0.984, -1.373, -1.317)  1.245
H (-1.195, 2.053, -0.900)  0.382
H (-2.763, 1.071, -2.642)  0.570
H (-2.918, 0.726, -0.885)  0.446
H (-3.616, -1.136, -3.350)  0.525
H (-3.118, -3.550, -3.628)  0.444
H (-1.204, -4.530, -2.362)  0.480
H (0.117, -3.041, -0.853)  0.493
C (0.754, 0.025, -3.600)  -0.919
C (1.999, -0.009, -2.792)  0.747
C (3.235, 0.221, -3.422)  -1.186
C (4.391, 0.244, -2.689)  -0.829
C (4.331, 0.001, -1.305)  0.609
C (5.441, 0.091, -0.418)  0.364
Br (7.123, 0.613, -1.073)  -0.040
C (5.289, -0.120, 0.943)  -0.630
C (4.076, -0.546, 1.447)  -0.291
Br (3.778, -0.793, 3.265)  0.058
C (2.941, -0.790, 0.606)  0.779
O (1.924, -1.384, 0.997)  -0.456
C (3.060, -0.326, -0.778)  0.264
N (1.933, -0.279, -1.493)  0.458
H (0.951, 0.437, -4.586)  0.501
H (0.020, 0.641, -3.090)  -0.045
H (0.352, -0.983, -3.705)  0.206
H (3.263, 0.399, -4.486)  0.472
H (5.339, 0.443, -3.163)  0.386
H (6.122, 0.044, 1.610)  0.480

Cartesian forces, eV/Å:
2.010 -1.140 -2.930
-0.323 -1.744 -0.750
-2.136 1.677 -0.199
0.409 -0.274 0.253
0.304 0.823 0.904
0.498 0.668 -0.215
-0.018 -0.035 0.104
-0.031 -0.130 -0.075
-0.025 0.121 -0.099
0.006 0.089 0.041
-0.511 -0.598 -0.237
-1.521 0.546 -0.961
0.193 -0.232 0.451
-0.993 -0.279 1.291
0.932 -0.301 0.515
0.097 0.026 0.083
-0.001 0.096 0.104
-0.006 -0.052 0.072
0.024 -0.077 0.070
-0.143 0.034 -0.014
-0.236 0.185 0.074
-0.154 0.326 -0.289
0.333 0.097 0.194
0.055 0.071 0.156
0.150 0.239 0.045
0.071 -0.475 -0.059
0.160 1.170 1.753
0.032 -0.170 0.072
0.010 -0.201 0.182
0.010 0.065 -0.149
-0.113 0.128 -0.076
-0.054 -0.083 -0.050
0.078 -0.144 0.028
-0.031 -0.003 0.074
0.047 0.117 -0.032
0.356 0.116 -0.591
0.182 0.028 0.122
-0.061 0.044 -0.018
-0.454 -0.188 -0.245
0.184 0.289 -0.752
-0.682 -0.256 0.410
-0.226 -0.393 1.002
1.138 0.442 1.778
0.343 0.067 -0.593
-2.476 -1.024 0.011
2.246 0.403 -0.795
-0.230 0.262 -1.416
0.528 -0.236 0.891
0.004 -0.068 -0.060
-0.022 0.006 -0.022
-0.044 -0.073 -0.007
-0.012 0.012 -0.057
0.072 0.057 -0.042
0.035 -0.031 0.050

As for the net charge: +1. The value obtained for the HOMO energy (alpha / beta) is -11.19 / -11.15 eV. Its spin multiplicity is 1.

(2)
Entry from the Open Molecules 2025 dataset: a cluster of 2 separate species, C22H17Cl2N2O7 in total in a non-equilibrium geometry (wB97M-V/def2-TZVPD).

Last column: Mulliken charge in e.
Cartesian coordinates (Å):
N (-1.710, -0.744, 3.116)  -0.726
C (-0.780, -0.182, 2.679)  0.022
C (0.380, 0.494, 2.220)  1.257
C (0.414, 1.866, 2.252)  1.099
C (-0.785, 2.605, 2.199)  -0.271
N (-1.759, 3.250, 2.164)  -0.786
C (1.664, 2.640, 2.355)  0.330
O (1.650, 3.864, 2.279)  -0.722
C (2.911, 1.845, 2.530)  0.266
Cl (4.342, 2.727, 2.766)  -0.176
C (2.895, 0.483, 2.491)  0.155
Cl (4.318, -0.442, 2.586)  -0.177
C (1.630, -0.291, 2.369)  -0.259
O (1.590, -1.516, 2.415)  -0.656
C (1.115, 2.729, -3.645)  -1.231
C (1.620, 1.876, -2.523)  -0.123
O (0.445, 1.258, -1.931)  -0.330
C (0.729, 0.540, -0.831)  -0.468
C (-0.446, -0.094, -0.170)  1.107
C (-1.743, 0.634, -0.177)  -0.269
O (-2.823, 0.165, 0.178)  -0.709
O (-1.677, 1.910, -0.602)  -0.065
C (-2.986, 2.539, -0.662)  -0.267
C (-2.792, 3.794, -1.458)  -1.225
C (-0.437, -1.504, -0.070)  1.581
C (-1.565, -2.216, 0.448)  -0.654
C (-1.540, -3.565, 0.673)  -0.851
C (-0.418, -4.332, 0.267)  0.923
O (-0.511, -5.681, 0.419)  -0.460
C (0.458, -6.518, -0.250)  -0.811
C (0.707, -3.669, -0.283)  -0.758
C (0.699, -2.293, -0.427)  -0.647
O (1.878, 0.417, -0.411)  -0.629
H (1.957, 3.211, -4.137)  0.411
H (0.574, 2.138, -4.385)  0.312
H (0.449, 3.509, -3.270)  0.250
H (2.298, 1.086, -2.876)  0.266
H (2.121, 2.478, -1.754)  0.263
H (-3.695, 1.861, -1.152)  0.324
H (-3.308, 2.747, 0.365)  0.316
H (-3.742, 4.328, -1.538)  0.429
H (-2.060, 4.450, -0.977)  0.262
H (-2.446, 3.555, -2.471)  0.255
H (-2.459, -1.644, 0.674)  0.636
H (-2.384, -4.065, 1.146)  0.383
H (0.127, -7.527, -0.011)  0.255
H (0.442, -6.355, -1.338)  0.329
H (1.470, -6.342, 0.140)  0.286
H (1.592, -4.231, -0.585)  0.243
H (1.591, -1.791, -0.798)  0.309

Cartesian forces, eV/Å:
1.872 1.167 -0.849
-2.253 -1.513 0.838
-0.100 -0.073 0.252
1.064 0.739 0.174
-1.944 1.650 0.059
1.614 -1.108 0.191
-1.295 0.245 -0.569
0.560 -0.572 0.238
-0.359 -1.362 -0.009
0.289 0.209 -0.037
-0.240 1.155 -0.094
0.264 -0.198 0.064
-0.218 -1.202 -0.489
0.270 1.234 0.004
-0.095 0.273 -0.277
-0.353 -0.173 0.285
0.924 -0.187 0.069
0.407 -0.081 0.872
-0.202 1.574 -0.322
-0.506 -0.610 0.251
0.879 0.500 -0.309
-0.521 -0.186 -0.020
0.431 -0.083 0.147
0.066 0.375 -0.211
0.137 -2.227 0.171
0.256 0.549 0.003
0.855 -0.958 -0.438
0.233 1.192 -0.278
0.510 -0.716 -0.313
-0.576 0.673 0.517
-0.737 -0.777 0.284
-0.509 0.665 0.328
-0.817 0.249 -0.591
0.064 0.067 -0.101
0.018 -0.003 0.041
0.010 -0.070 -0.006
-0.107 0.228 0.191
-0.016 -0.254 -0.190
0.193 0.100 0.231
-0.012 -0.113 -0.275
0.054 0.031 0.004
-0.109 -0.076 -0.078
-0.018 0.072 0.154
0.350 -0.342 0.111
0.164 0.048 -0.226
0.191 0.001 -0.117
-0.003 0.024 0.257
-0.211 -0.083 -0.091
-0.286 0.170 0.093
-0.190 -0.222 0.060

As for the net charge: -1. The value obtained for the HOMO energy is -3.77 eV. Its spin multiplicity is 1.

(3)
Entry from the Open Molecules 2025 dataset: a structure of composition C22H17InO4Sb in a non-equilibrium geometry (wB97M-V/def2-TZVPD).

Last column: Mulliken charge in e.
Cartesian coordinates (Å):
In (-1.885, -1.786, -1.241)  0.688
O (0.242, -4.401, -1.047)  -0.061
C (-0.545, -3.556, -1.150)  0.281
C (-3.370, -0.132, -1.419)  0.218
O (-4.032, 0.799, -1.444)  -0.038
C (-2.828, -2.418, 0.681)  0.284
O (-3.203, -2.636, 1.762)  -0.076
C (-1.156, -1.347, -3.301)  0.257
O (-0.681, -1.028, -4.305)  -0.048
H (-2.987, -3.303, -2.104)  0.254
H (-3.519, -2.657, -2.153)  0.252
C (4.487, -1.587, 0.623)  -0.578
C (3.400, -2.301, 1.151)  -0.794
C (2.094, -1.835, 0.959)  -0.401
C (1.885, -0.649, 0.244)  0.631
C (2.962, 0.073, -0.295)  -0.536
C (4.263, -0.406, -0.098)  -0.623
Sb (-0.076, 0.046, -0.016)  1.078
C (-0.873, 0.216, 1.956)  0.981
C (-2.187, 0.651, 2.144)  -0.449
C (-2.669, 0.830, 3.449)  -0.691
C (-1.847, 0.556, 4.552)  -0.623
C (-0.538, 0.102, 4.346)  -0.596
C (-0.041, -0.074, 3.049)  -0.597
C (0.082, 1.591, -1.460)  0.468
C (-0.382, 2.859, -1.079)  -0.616
C (-0.242, 3.923, -1.977)  -0.650
C (0.342, 3.723, -3.237)  -0.526
C (0.790, 2.445, -3.603)  -0.882
C (0.656, 1.370, -2.713)  -0.403
H (5.508, -1.959, 0.770)  0.430
H (3.562, -3.222, 1.713)  0.438
H (1.248, -2.403, 1.365)  0.548
H (2.790, 0.993, -0.863)  0.385
H (5.107, 0.150, -0.517)  0.426
H (-2.836, 0.868, 1.285)  0.291
H (-3.691, 1.186, 3.601)  0.446
H (-2.226, 0.699, 5.571)  0.430
H (0.113, -0.108, 5.201)  0.435
H (0.986, -0.422, 2.898)  0.434
H (-0.832, 3.009, -0.093)  0.432
H (-0.590, 4.918, -1.686)  0.433
H (0.447, 4.564, -3.934)  0.431
H (1.249, 2.282, -4.582)  0.444
H (1.020, 0.378, -3.005)  0.791

Cartesian forces, eV/Å:
2.128 1.776 1.386
-3.736 4.286 -0.412
4.705 -6.055 0.323
-3.888 4.244 -0.559
2.375 -3.026 0.171
-3.020 -1.832 7.247
2.101 1.190 -5.805
2.411 1.593 -6.569
-2.194 -1.523 4.695
-1.882 1.208 -0.468
0.852 -2.114 -0.212
-0.298 0.075 -0.035
-0.116 0.118 -0.051
0.310 -0.243 -0.055
0.233 -0.308 -0.235
-0.073 -0.113 -0.023
-0.062 -0.027 0.058
0.949 0.070 0.374
0.072 0.183 -0.060
-0.299 0.090 0.261
0.025 -0.127 -0.111
0.081 -0.006 -0.320
-0.065 -0.014 -0.092
0.057 0.054 -0.079
-0.599 0.488 0.532
0.035 0.067 -0.239
0.001 0.038 -0.007
-0.046 -0.217 0.212
-0.101 -0.020 0.175
0.108 -0.077 -0.289
-0.473 0.191 -0.070
-0.001 0.308 -0.183
0.330 0.171 -0.022
0.152 -0.334 0.237
-0.325 -0.203 0.190
0.197 0.084 0.403
0.350 -0.113 -0.041
0.170 -0.046 -0.491
-0.263 0.066 -0.340
-0.381 0.231 0.123
0.171 0.118 -0.365
0.139 -0.355 -0.123
-0.040 -0.415 0.348
-0.152 0.061 0.366
0.061 0.456 0.154

As for the net charge: +3. The value obtained for the HOMO energy is -17.71 eV. Its spin multiplicity is 1.

(4)
Entry from the Open Molecules 2025 dataset: a structure of composition C22H17N4O4RuS (wB97M-V/def2-TZVPD).

Last column: Löwdin spin population.
Cartesian coordinates (Å):
Ru (-0.131, 1.064, 0.382)  2.873
N (1.929, 1.175, 0.941)  0.017
C (2.765, 2.224, 0.368)  0.021
C (4.009, 1.882, -0.129)  0.001
C (4.825, 2.871, -0.654)  0.010
C (4.385, 4.187, -0.665)  0.000
C (3.132, 4.506, -0.169)  0.008
C (2.289, 3.525, 0.353)  0.012
C (0.925, 3.881, 0.807)  0.080
C (0.719, 5.100, 1.435)  -0.001
C (-0.561, 5.556, 1.723)  0.100
C (-1.676, 4.809, 1.355)  0.001
C (-1.507, 3.580, 0.756)  0.092
C (-0.204, 3.056, 0.554)  0.117
H (2.382, 0.279, 0.771)  0.003
H (1.875, 1.288, 1.958)  0.007
H (4.346, 0.852, -0.100)  0.000
H (5.798, 2.613, -1.050)  0.001
H (5.013, 4.967, -1.074)  0.000
H (2.779, 5.527, -0.223)  0.000
H (1.575, 5.706, 1.702)  -0.001
H (-0.687, 6.512, 2.213)  0.005
H (-2.674, 5.181, 1.538)  -0.001
H (-2.377, 3.006, 0.474)  0.003
O (-3.626, 1.035, 1.672)  0.032
S (-2.549, 0.198, 1.282)  0.014
O (-1.279, 0.443, 2.102)  0.214
O (-1.943, 0.820, -0.115)  0.295
O (-2.768, -1.190, 1.029)  0.024
N (-4.151, -8.070, -3.136)  0.000
C (-3.534, -7.224, -2.667)  0.000
C (-2.757, -6.159, -2.080)  0.000
C (-3.315, -4.892, -1.938)  0.000
C (-2.572, -3.871, -1.373)  0.000
C (-1.272, -4.130, -0.975)  0.000
C (-0.704, -5.385, -1.099)  0.000
C (-1.456, -6.407, -1.652)  0.000
N (-0.506, -3.061, -0.398)  0.003
C (0.302, -3.131, 0.719)  0.002
C (0.766, -1.880, 0.924)  0.007
N (0.268, -1.038, -0.067)  0.052
C (-0.507, -1.799, -0.825)  0.008
H (-4.335, -4.714, -2.250)  0.000
H (-3.019, -2.900, -1.198)  0.000
H (0.317, -5.566, -0.792)  0.000
H (-1.033, -7.396, -1.763)  0.000
H (0.421, -4.037, 1.287)  0.000
H (1.389, -1.534, 1.732)  0.000
H (-1.066, -1.462, -1.681)  0.000

Cartesian forces, eV/Å:
-0.173 0.452 -0.262
-0.023 -0.018 0.242
-0.097 -0.224 0.014
0.075 0.064 -0.023
-0.026 -0.011 0.007
-0.027 -0.026 0.023
0.054 0.055 -0.047
-0.104 0.082 -0.001
0.020 -0.111 -0.162
-0.019 0.104 0.034
0.013 -0.015 -0.007
0.024 0.053 0.007
0.200 -0.053 0.034
-0.191 -0.187 0.048
-0.069 -0.014 0.004
0.147 0.043 -0.018
0.003 0.004 0.005
0.003 0.006 0.005
0.000 -0.003 -0.007
0.005 -0.005 -0.003
-0.014 0.009 -0.001
-0.006 -0.002 -0.003
0.004 0.009 0.000
0.008 -0.030 0.021
-0.005 -0.007 0.000
0.224 0.027 0.123
-0.191 -0.181 -0.099
0.155 0.023 -0.042
-0.004 -0.002 -0.014
-0.005 -0.009 -0.008
0.092 0.126 0.082
-0.071 -0.118 -0.068
-0.044 0.019 -0.008
-0.104 -0.014 0.040
0.043 0.166 0.130
0.037 -0.068 -0.075
0.039 -0.032 0.007
0.005 -0.212 -0.006
-0.125 -0.024 -0.023
0.036 0.110 -0.170
0.053 -0.223 0.405
0.071 0.211 -0.166
0.005 -0.005 -0.005
0.027 0.009 0.002
-0.007 0.022 0.007
-0.004 0.001 -0.005
0.013 -0.018 -0.041
-0.018 0.017 0.006
-0.029 0.000 0.020

As for the net charge: +1. The value obtained for the HOMO energy (alpha / beta) is -12.24 / -12.24 eV. Its spin multiplicity is 5.

Across the entries above, molar mass takes the values 767.746 492.291 581.952 534.539 g/mol, respectively.
Across the entries above, E_tot takes the values -207674.274 -65447.135 -42955.762 -50649.126 eV, respectively.